166
Properties=species:S:1:pos:R:3 method="wB97M-V/def2-TZVPD" de_lowest_ev=0.000 e_lumo_ha=-0.40569 e_homo_ev=-16.8012 orbital_gap_ev=5.76 charge=+6 energy_ev=-156617.99653
H -1.7097 3.2249 0.3082
H 3.0090 0.9759 -6.6285
H -1.8742 -0.5174 -2.3160
H 1.9365 -6.4547 3.6967
H 6.5974 3.8931 3.2361
H 2.6562 2.7994 -8.2917
C -1.8403 2.9931 -6.0416
H -1.3119 2.0548 -6.2273
H 3.8338 1.6214 3.5921
H -6.2291 -3.6672 -2.5219
C 3.7159 -2.7943 -2.6561
H 0.5512 -5.3494 -3.3267
C -1.4146 3.7110 1.2365
H -3.3479 -0.2195 7.2948
O 1.5419 -3.5235 -3.1667
H 3.0421 -1.2308 -1.3743
H 4.0173 -2.8579 -3.6980
O 1.7957 2.4484 -5.7390
H 4.2672 -1.2879 0.9571
H -3.9239 2.6481 -4.4630
C -2.9361 2.4567 -4.0283
N 3.1769 -1.3918 -2.3780
H -0.3065 -2.8496 6.2291
F -1.6863 -4.5269 0.0629
C 6.1914 0.9062 4.7083
H 6.6877 1.2550 5.6101
H 1.0624 -4.9503 3.1970
H -0.7755 -2.7915 2.4656
H 0.3050 -4.4230 -1.8022
O -1.9210 3.2052 -4.6314
H 1.3017 0.7876 -4.4967
H -4.9328 2.6488 -2.2706
H -3.9491 1.1425 -1.8300
H -1.3667 2.9477 2.0173
C -2.4915 5.1294 2.8337
N 5.9464 4.0675 2.4616
H 6.3029 3.5489 1.6568
H 2.7483 3.3123 1.5885
H -4.9167 5.2111 1.5771
H -5.5012 -2.8917 6.6094
H 4.6674 -1.0697 2.6059
H 3.3224 -2.8890 3.5785
F 1.3932 1.6544 0.7427
H -3.6677 -1.1570 5.7455
H -2.5578 4.2561 3.4879
O -2.7591 -3.1595 1.9503
H -1.9044 2.7677 -2.1749
H -0.3956 4.0827 1.1050
H 3.8797 4.8798 -7.9324
H -1.0228 -1.0656 -3.8001
O -3.7119 -2.1700 7.5111
H -3.6072 -3.1388 -2.7521
H -1.5893 -3.0308 5.2439
C -1.6907 -1.2650 6.4543
C 4.7137 2.0663 3.1190
H -6.7487 -2.0330 -2.3508
N -1.3128 -2.7050 6.1847
H -1.2639 0.6698 5.4987
H 2.9036 4.6149 -6.5793
H -5.2099 -3.9250 -4.9732
C -6.4909 -2.7839 -3.1002
C 4.9395 -3.0060 -1.7205
C 0.4229 -4.3571 -2.8864
F -0.1641 -1.2970 -0.3965
H 2.9780 -4.8159 -2.6837
H -4.8445 4.3251 2.9654
H -4.1926 -1.5994 -2.0756
H -5.5354 -1.2747 7.3719
H 3.8470 -0.6773 -2.6559
O -3.0115 -1.4781 -3.7732
N -3.1256 4.4099 -2.4859
H -1.7485 -3.3661 6.8343
H 5.7236 -2.2513 -1.7897
C -1.1335 -0.3989 5.3328
H 2.3154 2.0342 -3.7510
H -4.6695 -2.4942 0.1484
N 4.4784 -5.5495 2.9693
H 4.6761 -3.2473 -0.6898
C -5.1240 -2.2884 7.4356
N -4.9346 5.2688 2.5914
H 2.4288 -2.9760 2.0763
C -1.4945 -3.6267 2.3646
H -4.1707 2.4630 -0.7127
H -5.7346 5.7678 2.9813
As 0.6349 0.1646 0.1699
H 5.9647 5.0608 2.2250
H -1.2927 -1.0530 7.4498
H 3.7243 4.7635 1.1377
C 3.0284 2.0249 -6.3148
H -7.3130 -2.8025 -3.8122
C 4.7110 2.2425 -8.1344
H 5.4977 2.1735 -7.3755
F 0.2853 -4.0921 0.7871
O -2.4536 4.6626 1.4714
C -4.2582 -1.7221 0.7974
F 0.9810 0.6335 -1.5390
C -0.9263 -4.5560 1.1972
H -2.4461 -2.3626 0.0688
H 5.0290 1.5158 2.2235
C 1.5194 1.8599 -4.4850
F -0.8618 -5.8486 1.5100
C -3.6936 6.0583 3.0687
H 5.1424 2.8493 -8.9327
H -5.4602 -2.6901 8.3886
N -4.9436 -2.9467 -5.1160
H -4.9217 6.3125 4.8913
H 3.7922 2.0233 -5.5255
C -2.9274 2.8738 -2.5350
C -4.0582 2.2235 -1.7708
H 4.6232 -5.8519 3.9399
H -3.6978 7.0160 2.5557
H 0.6414 2.3969 -4.1265
C 3.3293 -3.3416 2.5818
H 2.2675 -1.1962 -2.8024
H -1.5700 5.6773 3.0373
C 3.4532 2.8035 -7.5468
C 4.8882 -1.7218 1.7570
H -1.5022 -0.6661 4.3433
C 2.0000 -5.3786 3.5461
H 5.2115 -4.8728 2.7420
H -2.6615 4.8640 -3.2789
H -3.2705 7.0120 5.0379
H -1.3715 3.8303 -6.5491
C -5.2728 -2.1836 -3.8397
H -4.1094 4.6741 -2.4449
H -0.0490 -0.5327 5.3300
F -0.8627 1.0579 -0.0253
C -3.1672 -1.1341 6.7230
O 4.4980 -3.0622 1.8565
C -3.8745 6.2310 4.5851
H -2.8549 2.8647 -6.4284
H -5.3890 -2.5686 -5.9508
H 6.9183 0.5753 3.9617
O -1.6816 -4.2356 3.5567
H -3.6512 5.3085 5.1329
H 5.8870 -1.5258 1.3699
C 3.7472 3.7313 1.4893
H 5.5025 -3.9006 -2.0014
C -4.0001 -2.1461 -3.0043
H -2.7962 1.3709 -4.0650
H 4.0683 4.0308 3.5819
H 3.0459 -5.1480 1.5970
H -2.6511 4.7555 -1.6494
H -0.5345 -4.0289 -3.2890
H -3.9280 -2.9804 -5.2400
H -4.3637 -0.7355 0.3329
H 2.4100 -3.8256 -1.2755
H 5.4440 0.1274 4.8773
O 5.5783 2.1148 4.2524
H -4.8378 -1.6648 1.7190
C -1.7806 -1.3133 -3.0520
C 4.5733 3.5373 2.7546
C -2.7764 -2.0626 1.0664
H 4.6124 1.2424 -8.5531
N 3.6653 4.2488 -7.1573
C 3.1301 -4.8928 2.6543
C 2.6527 -3.8294 -2.3430
H 4.4444 4.2858 -6.4916
H -2.2799 -1.2179 1.5503
H -5.5045 -1.1503 -4.0925
F 2.2340 -0.6412 0.1651
H -1.3458 -2.2543 -2.7109
H 4.1556 3.1685 0.6411
H 4.5541 -6.4619 2.5139
H 2.1503 -4.9725 4.5511
F 0.2187 -0.2210 1.8038